# 1
Below is the molecule C14H19NO3, with properties calculated with ωB97M-V/def2-TZVPD.

XYZ file:
```
37
Properties=species:S:1:pos:R:3:nbo_charge:R:1
C 2.65 5.12 -0.63 -0.250
O 1.43 4.43 -0.67 -0.544
C 1.33 3.48 -1.71 -0.083
C 2.08 2.15 -1.46 -0.249
N 1.50 1.28 -0.46 -0.604
H 0.53 1.07 -0.70 0.355
C 1.58 1.77 0.91 -0.304
C 0.93 0.84 1.81 0.024
C 0.34 0.10 2.55 -0.054
C -0.34 -0.86 3.40 -0.137
O -0.21 -2.20 2.96 -0.483
C -0.82 -2.57 1.79 0.278
C -0.70 -3.92 1.45 -0.231
C -1.29 -4.40 0.31 -0.257
C -2.01 -3.55 -0.54 0.344
C -2.12 -2.21 -0.20 -0.302
C -1.53 -1.72 0.95 -0.287
H -1.62 -0.67 1.18 0.224
H -2.66 -1.52 -0.83 0.214
O -2.55 -4.14 -1.65 -0.513
C -3.29 -3.33 -2.53 -0.252
H -4.16 -2.88 -2.05 0.173
H -3.62 -3.99 -3.33 0.199
H -2.67 -2.53 -2.96 0.172
H -1.20 -5.44 0.04 0.223
H -0.14 -4.57 2.11 0.225
H 0.12 -0.85 4.40 0.224
H -1.40 -0.59 3.50 0.197
H 2.65 1.84 1.17 0.213
H 1.13 2.76 1.04 0.218
H 2.11 1.60 -2.40 0.204
H 3.11 2.36 -1.16 0.190
H 0.26 3.27 -1.81 0.184
H 1.69 3.92 -2.65 0.165
H 2.54 5.88 0.15 0.197
H 2.86 5.62 -1.58 0.166
H 3.49 4.47 -0.38 0.162
```

max |F|: 0.52 eV/Å
energy above the lowest of the compared OMol25 structures with the same formula, charge and spin: 5.183 eV
LUMO: 0.7 eV
structure (SMILES): COCCNCC#CCOc1ccc(OC)cc1
frontier orbital gap: 8.59 eV
M: 249.3 u

# 2
Below is the molecule C14H19NO6, with properties calculated with ωB97M-V/def2-TZVPD.

XYZ file:
```
40
Properties=species:S:1:pos:R:3:nbo_charge:R:1
C 1.94 5.61 -0.20 -0.622
C 0.53 5.05 -0.18 -0.064
H -0.04 5.38 -1.06 0.183
H -0.02 5.36 0.71 0.190
O 0.61 3.62 -0.20 -0.526
C -0.57 2.98 -0.04 0.896
O -1.63 3.52 0.11 -0.658
N -0.38 1.64 -0.12 -0.629
H 0.57 1.30 -0.14 0.408
C -1.46 0.71 0.14 -0.030
C -1.18 -0.64 -0.46 -0.050
C -2.08 -1.22 -1.34 -0.202
C -1.82 -2.47 -1.86 -0.232
C -0.68 -3.19 -1.52 0.247
C 0.24 -2.61 -0.62 0.303
C -0.03 -1.34 -0.13 -0.304
H 0.68 -0.88 0.54 0.209
O 1.35 -3.32 -0.26 -0.522
C 2.12 -2.86 0.83 -0.257
H 2.82 -3.66 1.05 0.200
H 1.49 -2.67 1.70 0.195
H 2.68 -1.96 0.57 0.170
O -0.59 -4.41 -2.13 -0.494
C 0.43 -5.32 -1.80 -0.240
H 0.23 -6.20 -2.41 0.188
H 1.42 -4.93 -2.05 0.184
H 0.40 -5.60 -0.74 0.180
H -2.51 -2.93 -2.55 0.227
H -2.98 -0.70 -1.62 0.214
H -2.35 1.15 -0.32 0.235
C -1.77 0.61 1.66 -0.530
C -0.59 0.17 2.48 0.794
O -0.44 -0.91 3.01 -0.597
O 0.34 1.14 2.59 -0.695
H 1.07 0.84 3.15 0.497
H -2.07 1.60 2.00 0.252
H -2.58 -0.11 1.81 0.242
H 1.90 6.69 -0.19 0.216
H 2.46 5.27 -1.09 0.212
H 2.49 5.26 0.68 0.210
```

max |F|: 0.71 eV/Å
energy above the lowest of the compared OMol25 structures with the same formula, charge and spin: 0.255 eV
LUMO: 0.5 eV
structure (SMILES): CCOC(=O)N[C@H](CC(=O)O)c1ccc(OC)c(OC)c1
frontier orbital gap: 8.64 eV
M: 297.3 u

# 3
Below is C14H19O5Ti as an isolated structure at a distorted geometry, with properties calculated with ωB97M-V/def2-TZVPD.

XYZ file:
```
39
Properties=species:S:1:pos:R:3:nbo_charge:R:1
Ti 0.95 -0.23 -0.50 1.360
C -2.07 0.73 2.59 -0.615
C -2.11 0.45 1.08 -0.256
C -3.40 1.01 0.47 -0.606
C -0.88 0.96 0.35 0.049
C -0.88 1.13 -1.05 -0.242
C 0.24 1.66 -1.73 -0.189
C 1.41 2.03 -1.04 0.010
C 2.56 2.67 -1.75 -0.648
C 1.44 1.79 0.36 -0.190
C 0.31 1.29 1.05 -0.275
H -2.99 0.39 3.05 0.255
H -1.98 1.81 2.78 0.229
H -1.25 0.22 3.09 0.206
H -2.13 -0.64 0.95 0.227
H -3.40 2.10 0.49 0.229
H -4.25 0.67 1.06 0.252
H -3.57 0.67 -0.55 0.209
H -1.79 0.95 -1.61 0.282
H 0.15 1.88 -2.78 0.283
H 3.03 1.98 -2.45 0.259
H 3.31 3.02 -1.05 0.257
H 2.20 3.52 -2.33 0.272
H 2.31 2.08 0.93 0.287
H 0.34 1.25 2.13 0.294
O 0.82 -3.42 -2.79 -0.562
C 0.53 -2.49 -1.96 0.852
O 0.75 -1.27 -2.14 -0.601
C -0.16 -2.93 -0.68 -0.184
O 0.06 -1.94 0.33 -0.506
C 0.97 -2.29 1.42 -0.188
C 2.24 -1.43 1.26 0.723
O 2.94 -1.08 2.15 -0.442
O 2.39 -1.07 -0.03 -0.628
H 1.24 -3.13 -3.62 0.550
H 0.17 -3.92 -0.37 0.264
H -1.23 -2.98 -0.89 0.270
H 1.22 -3.35 1.39 0.251
H 0.49 -2.08 2.37 0.260
```

max |F|: 2.82 eV/Å
multiplicity: 2
⟨S²⟩: 0.75
energy above the lowest of the compared OMol25 structures with the same formula, charge and spin: 0.926 eV
charge: +2
LUMO (spin up / spin down): -8.2 / -8.5 eV
frontier orbital gap (spin up / spin down): 8.47 / 9.03 eV
M: 315.2 u

# 4
Below is C14H20Cl5O16 as an isolated structure at a distorted geometry, with properties calculated with ωB97M-V/def2-TZVPD.

XYZ file:
```
55
Properties=species:S:1:pos:R:3:nbo_charge:R:1
Cl 1.54 0.24 0.98 2.574
O 0.98 -0.99 1.49 -0.853
O 2.18 0.09 -0.29 -0.858
O 0.45 1.20 0.90 -0.854
O 2.50 0.71 1.96 -0.878
C 0.72 -1.60 -4.94 -0.405
C 0.73 -1.00 -3.74 0.332
C -0.46 -0.27 -3.16 0.490
O -0.33 0.22 -2.07 -0.526
C -1.65 -0.20 -4.00 -0.417
C -1.65 -0.81 -5.20 0.333
C -0.48 -1.60 -5.75 0.466
O -0.55 -2.17 -6.82 -0.507
O -2.74 -0.87 -5.98 -0.627
O 1.81 -0.87 -3.00 -0.637
H 1.68 -1.90 -5.33 0.240
H -2.48 0.40 -3.64 0.228
H -3.43 -0.30 -5.62 0.487
H 1.61 -0.31 -2.22 0.530
C -3.26 -1.70 -0.26 -0.361
C -4.35 -1.29 -0.91 0.276
C -4.66 0.16 -1.16 0.483
O -5.66 0.54 -1.74 -0.578
C -3.66 1.12 -0.63 -0.451
C -2.55 0.69 -0.03 0.405
C -2.23 -0.76 0.18 0.474
O -1.18 -1.13 0.66 -0.506
O -1.64 1.56 0.42 -0.655
O -5.27 -2.15 -1.38 -0.654
H -3.08 -2.77 -0.15 0.241
H -3.85 2.16 -0.86 0.232
H -0.82 1.09 0.71 0.488
H -5.98 -1.68 -1.84 0.500
O 4.40 2.00 -1.43 -0.955
H 3.86 1.21 -1.29 0.484
H 3.99 2.66 -0.87 0.470
O 1.36 -2.08 4.28 -0.958
H 0.43 -2.33 4.23 0.466
H 1.51 -1.56 3.48 0.490
O 2.48 3.89 2.20 -0.959
H 2.29 3.92 3.14 0.469
H 2.52 2.94 1.99 0.485
O 0.57 -3.87 0.30 -0.960
H 0.58 -2.90 0.31 0.493
H 1.05 -4.11 1.10 0.466
C 4.96 1.68 4.59 -0.404
Cl 3.99 3.03 5.18 -0.027
Cl 4.84 0.21 5.59 -0.023
H 4.57 1.36 3.63 0.239
H 5.98 1.99 4.42 0.217
C -0.29 1.23 4.38 -0.394
Cl 0.75 1.86 5.63 -0.019
Cl -1.80 0.49 5.02 -0.055
H -0.55 2.05 3.73 0.227
H 0.27 0.51 3.81 0.235
```

max |F|: 3.90 eV/Å
charge: -1
LUMO: 0.7 eV
frontier orbital gap: 7.72 eV
M: 621.6 u

> Which of these has the highest M?

C14H20Cl5O16

> Which formula does entry 1 have?

C14H19NO3

> max |F| of number 1 (C14H19NO3)?

0.52 eV/Å